[1]
Computed, not measured: a structure of composition C4H6O2, with ωB97M-V/def2-TZVPD.

```
12
Properties=species:S:1:pos:R:3:forces:R:3:nbo_charge:R:1
O 2.497453 -0.639758 -0.106142 -0.325 0.329 0.315 -0.509
C 1.756617 0.066104 0.534643 0.232 -0.193 -0.255 0.428
C 0.430494 0.567178 0.012212 0.239 0.047 -0.149 -0.005
C -0.405541 -0.402869 -0.828055 -0.003 -0.093 -0.107 -0.445
C -1.480103 -0.136660 0.235690 -0.350 -0.164 -0.094 -0.056
O -0.557525 0.613216 1.050866 0.020 0.078 0.136 -0.523
H 2.002700 0.397352 1.565262 -0.008 -0.060 -0.086 0.119
H 0.581844 1.557579 -0.446433 0.028 -0.120 0.068 0.193
H -0.000811 -1.417412 -0.828193 -0.062 0.157 -0.009 0.225
H -0.634780 -0.097113 -1.849913 0.038 -0.030 0.180 0.218
H -1.883634 -1.005843 0.765349 0.082 0.138 -0.051 0.181
H -2.306714 0.498227 -0.105291 0.110 -0.090 0.052 0.173
```
Forces are in eV/Å.

Energy above the lowest of the compared OMol25 structures with the same formula, charge and spin = 44.00 kcal per mole
E_tot = -8338.55293 eV
Gap between HOMO and LUMO = 10.62 eV
HOMO level = -9.720 eV


[2]
Computed, not measured: a structure of composition C35H40BMoN5O4 in a non-equilibrium geometry, with ωB97M-V/def2-TZVPD.

```
86
Properties=species:S:1:pos:R:3:forces:R:3:mulliken_spin:R:1
Mo -0.081700 0.223800 0.298500 -0.264 1.606 0.396 1.895
C 0.417000 -5.141800 4.068800 0.094 0.090 0.028 -0.001
C -0.106000 -4.033000 3.207600 0.127 -0.020 -0.275 0.019
C -1.194100 -3.261800 3.587700 -0.176 0.144 -0.172 -0.004
C -1.705300 -2.275000 2.760600 0.245 0.018 0.018 0.066
C -1.143800 -2.024200 1.507300 0.042 -0.635 -0.042 -0.070
N -1.619100 -1.098000 0.589000 0.110 -0.077 0.443 0.014
C -2.922200 -1.043200 0.207900 -0.423 0.321 -0.316 0.066
C -3.863900 -2.028500 0.555800 0.268 0.055 0.011 0.012
C -5.188800 -1.931400 0.202500 -0.092 0.266 -0.167 -0.010
C -5.660200 -0.855700 -0.545600 0.048 -0.020 0.117 0.018
C -7.102900 -0.725500 -0.926900 0.028 0.036 -0.084 0.000
C -4.738000 0.086800 -0.967000 0.244 -0.143 0.078 -0.009
C -3.393800 0.007600 -0.620700 -0.652 -1.023 0.507 -0.004
N -2.516600 0.954800 -1.164900 -0.214 1.123 -0.440 0.000
C -2.806600 2.230200 -1.494400 0.462 -0.155 -0.011 0.029
C -1.722500 2.739100 -2.181800 -0.179 -0.018 -0.092 -0.002
C -0.809900 1.697700 -2.228600 -0.235 -0.055 0.111 -0.019
N -1.295400 0.616400 -1.603100 0.460 -0.178 -0.284 0.046
C -0.015600 -2.792300 1.140100 -0.630 0.099 1.001 0.033
C 0.497200 -3.766400 1.981300 -0.113 0.230 0.059 -0.013
N 0.475800 -2.632300 -0.163400 0.219 -0.512 -0.893 0.092
C 0.713300 -3.632700 -1.051100 -0.087 0.625 -0.048 0.030
C 0.846900 -3.053000 -2.289600 0.114 -0.076 0.169 0.005
C 0.686200 -1.684200 -2.078700 -0.232 0.046 0.723 0.057
N 0.457200 -1.431200 -0.778500 1.090 -2.509 -2.028 -0.186
H -0.312000 -5.424300 4.823900 -0.014 -0.050 0.058 0.000
H 1.330900 -4.831300 4.575200 0.066 -0.072 0.072 0.002
H 0.645700 -6.014100 3.458000 0.039 -0.081 0.072 0.001
H -1.674900 -3.440700 4.539200 0.006 -0.047 0.098 0.000
H -2.561700 -1.700800 3.075000 -0.098 0.124 -0.010 0.004
H -3.520200 -2.882600 1.118300 -0.037 -0.055 0.068 0.005
H -5.875800 -2.706400 0.508400 -0.085 -0.107 0.041 -0.001
H -7.710500 -1.446600 -0.387100 -0.105 -0.039 0.004 0.000
H -7.236000 -0.891200 -1.996700 -0.103 -0.025 -0.036 0.001
H -7.467000 0.274800 -0.698300 -0.126 0.036 0.008 0.001
H -5.059900 0.894700 -1.609100 -0.042 0.053 -0.084 -0.001
H -3.720500 2.703700 -1.203700 -0.237 -0.014 0.088 0.002
H -1.608700 3.722000 -2.589600 -0.011 0.209 -0.020 -0.001
H 0.176400 1.673600 -2.654900 0.164 0.017 0.030 0.014
H 1.374300 -4.320800 1.683700 0.118 -0.119 -0.102 -0.002
H 0.741200 -4.657900 -0.745700 -0.058 -0.168 0.142 0.004
H 1.042300 -3.555600 -3.214000 0.045 -0.049 -0.184 0.000
H 0.724800 -0.891100 -2.802100 -0.001 0.141 0.055 0.000
O -0.702800 1.974300 0.686700 -0.280 1.471 -1.910 -0.031
O -0.613000 1.287500 1.841200 0.105 -0.989 2.666 0.014
C 0.735300 8.057300 2.449000 0.114 -0.030 -0.148 0.000
C 1.583500 7.947300 1.177400 0.009 0.192 0.114 0.000
C 3.017100 8.391500 1.503100 -0.200 0.000 -0.004 0.000
C 0.986900 8.907000 0.138500 0.083 -0.153 0.113 0.000
C 1.634800 6.511900 0.666300 0.025 -0.005 -0.088 0.000
C 1.916600 6.254600 -0.674500 -0.015 0.225 0.035 0.000
C 2.026300 4.973000 -1.194200 -0.050 -0.475 0.002 -0.006
C 1.871800 3.922900 -0.317100 -0.141 0.619 0.629 0.023
O 1.961300 2.579900 -0.528400 0.204 -0.274 -0.273 0.029
B 1.816400 1.986800 0.740300 0.556 -0.061 0.457 -0.201
O 1.647600 2.977100 1.706600 0.110 0.008 0.349 -0.027
C 1.645700 4.159700 1.043600 0.103 0.176 -0.726 -0.007
C 1.496200 5.436600 1.545600 0.014 -0.384 -0.052 0.002
H 0.645100 9.100900 2.744800 -0.007 0.092 0.009 0.000
H 1.191400 7.525300 3.279000 -0.009 -0.074 0.127 0.000
H -0.261600 7.658000 2.276700 -0.137 -0.042 0.061 0.000
H 3.012700 9.401600 1.906800 0.032 0.173 0.059 0.000
H 3.637700 8.380000 0.611200 0.104 -0.025 -0.120 0.000
H 3.462300 7.728700 2.240600 0.085 -0.085 0.090 0.000
H 0.832100 9.885400 0.589500 0.003 0.094 0.041 0.000
H 0.028600 8.537900 -0.217800 -0.138 -0.013 -0.075 0.000
H 1.645900 9.045400 -0.713800 0.049 -0.003 -0.138 0.000
H 2.078300 7.080200 -1.347900 -0.056 0.126 -0.092 0.000
H 2.238900 4.806800 -2.239300 0.028 -0.016 -0.105 0.000
H 1.276600 5.565500 2.591500 0.035 0.035 0.141 0.000
C 3.453400 -0.147200 -0.972500 0.000 -0.050 0.201 0.031
C 3.313000 -0.150200 0.553400 0.131 -0.078 -0.197 -0.012
C 3.471000 -1.578700 1.089300 -0.012 0.251 -0.124 -0.003
C 4.480700 0.678700 1.123200 -0.299 -0.150 -0.048 0.004
C 1.980100 0.452700 1.047200 -0.421 0.237 0.021 0.050
H 4.468500 -0.433200 -1.247200 0.100 -0.016 -0.083 0.000
H 3.252000 0.846200 -1.367600 0.058 0.039 -0.108 -0.005
H 2.772400 -0.854300 -1.436100 0.084 -0.003 -0.012 0.005
H 4.475800 -1.948700 0.891700 0.129 -0.084 -0.058 0.000
H 2.762000 -2.262200 0.631100 -0.087 -0.067 -0.054 0.006
H 3.314800 -1.590200 2.165000 -0.036 -0.053 0.191 0.000
H 5.436700 0.231600 0.848800 0.091 0.019 -0.024 -0.002
H 4.414700 0.718800 2.207200 0.034 0.047 0.194 0.000
H 4.449800 1.698600 0.743300 0.059 0.138 -0.049 0.000
H 1.976800 0.340400 2.140900 -0.233 0.192 -0.119 0.040
```
Forces are in eV/Å.

Energy above the lowest of the compared OMol25 structures with the same formula, charge and spin = 0.00 kcal per mole
E_tot = -55116.14960 eV
2S+1 = 3
Expectation value of S² = 2.02
Gap between HOMO and LUMO (spin up / spin down) = 6.92 / 7.33 eV
HOMO level (spin up / spin down) = -6.610 / -7.173 eV